Record 1
ORCA calculation (ωB97M-V/def2-TZVPD) on a cluster of 3 separate species, C14H39NO7P in total.

The geometry in ORCA input format:
```
! wB97M-V def2-TZVPD RIJCOSX def2/J DEFGRID3
* xyz -1 1
N 7.3487 -1.9358 -1.9250
C 6.2714 -1.1813 -2.6167
C 5.1702 -0.6925 -1.6867
P 3.4276 -1.4716 -2.0524
O 4.0623 -3.0975 -1.7145
H 7.6437 -2.7200 -2.4932
H 8.1672 -1.3562 -1.7895
H 5.8173 -1.8627 -3.3479
H 6.6985 -0.3500 -3.1922
H 5.0425 0.3942 -1.7586
H 5.4558 -0.9278 -0.6539
H 3.8296 -1.6121 -3.4705
H 2.1563 -2.1201 -2.3481
H 3.0472 -1.3025 -0.6501
H 2.8294 -0.1573 -2.3628
H 4.9094 -3.0202 -1.2731
C 0.2877 -0.4181 5.6362
O 0.9077 0.5060 4.7819
C 2.1528 0.0575 4.2691
C 2.4179 0.5902 2.8833
O 1.6588 -0.0336 1.8787
C 0.3261 0.3634 1.6662
C 0.1840 1.6762 0.9385
O 0.4437 2.7853 1.7904
C 1.0187 3.8760 1.1168
H 0.8509 -0.5606 6.5684
H -0.6979 -0.0244 5.8813
H 0.1691 -1.3947 5.1520
H 2.1732 -1.0379 4.2319
H 2.9647 0.3921 4.9313
H 3.4528 0.3345 2.6407
H 2.3185 1.6802 2.8644
H -0.2634 0.3667 2.5907
H -0.0763 -0.4016 0.9973
H -0.8452 1.7447 0.5568
H 0.8671 1.6773 0.0826
H 1.9249 3.5803 0.5762
H 1.2813 4.6211 1.8673
H 0.3223 4.3294 0.3991
C -6.0724 0.9013 -4.0446
O -5.5511 0.0394 -3.0664
C -4.2428 -0.4223 -3.3586
C -3.4482 -0.6993 -2.1082
O -3.0082 0.4637 -1.4350
C -3.9382 1.1664 -0.6380
C -4.3107 0.4774 0.6519
O -5.2107 -0.5945 0.4428
C -5.0967 -1.6132 1.4056
H -6.2471 0.3849 -4.9972
H -7.0238 1.2775 -3.6716
H -5.4025 1.7496 -4.2293
H -3.7058 0.3188 -3.9624
H -4.2998 -1.3545 -3.9379
H -2.5290 -1.1971 -2.4251
H -3.9934 -1.3737 -1.4434
H -4.8294 1.4419 -1.2100
H -3.4135 2.0826 -0.3555
H -4.7745 1.2229 1.3145
H -3.3935 0.1183 1.1348
H -4.0680 -1.9844 1.4751
H -5.7458 -2.4290 1.0920
H -5.4115 -1.2734 2.4005
*
```

Properties
E_HOMO: -2.98 eV
orbital gap: 0.1997 hartree
electronic energy: -1479.39735 hartree

In elementary charge units, the Löwdin charges are:
1 N -0.04
2 C -0.38
3 C -0.39
4 P 0.28
5 O -0.44
6 H 0.04
7 H 0.04
8 H 0.06
9 H 0.08
10 H 0.04
11 H 0.05
12 H -0.05
13 H -0.08
14 H -0.06
15 H -0.09
16 H -0.03
17 C -0.13
18 O -0.19
19 C -0.21
20 C -0.19
21 O -0.12
22 C -0.19
23 C -0.19
24 O -0.20
25 C -0.13
26 H 0.08
27 H 0.08
28 H 0.09
29 H 0.13
30 H 0.12
31 H 0.13
32 H 0.12
33 H 0.12
34 H 0.13
35 H 0.12
36 H 0.13
37 H 0.09
38 H 0.08
39 H 0.08
40 C -0.12
41 O -0.19
42 C -0.20
43 C -0.18
44 O -0.12
45 C -0.19
46 C -0.21
47 O -0.20
48 C -0.12
49 H 0.09
50 H 0.08
51 H 0.09
52 H 0.13
53 H 0.13
54 H 0.14
55 H 0.12
56 H 0.12
57 H 0.12
58 H 0.13
59 H 0.12
60 H 0.09
61 H 0.09
62 H 0.09


Record 2
ORCA calculation (ωB97M-V/def2-TZVPD) on a structure of composition C10H27ClI2LuN3O2P2.

The geometry in ORCA input format:
```
! wB97M-V def2-TZVPD RIJCOSX def2/J DEFGRID3
* xyz 2 1
I -2.3805 1.2967 -2.3896
I 0.9640 -2.8444 -0.2774
Lu -1.0022 -0.7140 -0.7605
P -1.8855 -2.4850 -2.8220
C -0.9633 -2.5031 -4.3679
C -1.9157 -4.1535 -2.1176
H -4.1279 -1.8561 -2.2111
H -4.0215 -2.9347 -3.6664
H -3.6414 -1.1496 -3.7762
C -3.6127 -2.0545 -3.1599
H -2.3338 -4.1097 -1.1036
H -2.5580 -4.7252 -2.7948
H -1.4792 -3.2335 -4.9993
H 0.0719 -2.7956 -4.1577
H -0.8932 -4.5420 -2.0655
H -0.9840 -1.4958 -4.7992
C 0.6839 -0.2663 -2.5003
O 1.5327 0.0712 -3.1818
Cl -2.8629 -1.6305 0.4830
C -0.5853 0.0830 3.2485
N 0.7679 0.1999 2.6361
C 1.4150 -1.1133 2.6861
P 0.8987 1.1888 1.2971
O -0.2005 0.7883 0.3210
N 0.5146 2.7676 1.6627
C -0.8409 3.2555 1.3649
C 0.9777 3.2156 2.9691
N 2.3308 1.1539 0.4445
C 2.3684 2.0560 -0.7389
C 3.5261 1.3847 1.2563
H -0.5484 -0.4621 4.2153
H -1.2464 -0.5043 2.5811
H -1.0502 1.0581 3.4501
H 0.7190 -1.8912 2.3257
H 2.3073 -1.1380 2.0572
H 1.6976 -1.4057 3.7202
H -1.5622 2.7051 1.9895
H -0.9468 4.3253 1.6263
H -1.1160 3.1320 0.3062
H 0.3279 2.7857 3.7446
H 2.0136 2.9129 3.1618
H 0.9217 4.3106 3.0653
H 2.3790 3.0986 -0.3700
H 3.2906 1.9138 -1.3392
H 1.5123 1.9134 -1.4114
H 3.5288 2.4361 1.5833
H 3.5512 0.7243 2.1308
H 4.4580 1.2309 0.6837
*
```

Properties
E_HOMO (alpha / beta): -15.21 / -15.22 eV
orbital gap (alpha / beta): 0.1754 / 0.1765 hartree
electronic energy: -3685.39324 hartree

In elementary charge units, the Löwdin charges are:
1 I 0.62
2 I 0.65
3 Lu 0.46
4 P 0.65
5 C -0.25
6 C -0.28
7 H 0.03
8 H 0.07
9 H 0.02
10 C -0.28
11 H 0.03
12 H 0.07
13 H 0.07
14 H 0.06
15 H 0.02
16 H 0.06
17 C -0.21
18 O 0.15
19 Cl -0.08
20 C -0.07
21 N -0.27
22 C -0.15
23 P 0.61
24 O -0.54
25 N -0.29
26 C -0.08
27 C -0.10
28 N -0.29
29 C -0.09
30 C -0.10
31 H 0.12
32 H 0.04
33 H 0.08
34 H 0.02
35 H 0.05
36 H 0.12
37 H 0.09
38 H 0.11
39 H 0.06
40 H 0.08
41 H 0.08
42 H 0.11
43 H 0.10
44 H 0.11
45 H 0.05
46 H 0.09
47 H 0.08
48 H 0.11